The following is a quantum chemistry calculation of a cluster of 2 separate species, C5H9NO in total, from the OMol25 dataset.

Output
**Largest force on an atom**: 1.413 eV/Å
**Energy relative to the best compared isomer or geometry (same formula, charge and spin)**: 4.903 eV
**Multiplicity**: 1
**HOMO-LUMO gap**: 7.6 eV
**Highest occupied orbital energy**: -0.2551 Ha
**E**: -325.75736 a.u.
**M**: 99.13 g/mol
**Lowest unoccupied orbital energy**: 0.7 eV

CARTESIAN COORDINATES (ANGSTROEM)
C (0.790, 0.439, -1.487)
N (0.241, 0.139, -0.161)
C (0.944, -0.871, 0.664)
C (-0.361, -1.231, 0.079)
C (-2.004, -0.919, 1.572)
O (-2.891, -1.593, 1.258)
C (-0.392, 1.312, 0.483)
H (1.410, 1.341, -1.446)
H (-0.046, 0.598, -2.176)
H (1.381, -0.414, -1.829)
H (1.909, -1.176, 0.254)
H (0.978, -0.618, 1.727)
H (-0.287, -1.811, -0.847)
H (-1.366, 1.499, 0.023)
H (-0.558, 1.125, 1.543)
H (0.254, 2.182, 0.342)

---

The following is a quantum chemistry calculation of a cluster of 2 separate species, C5H9NO in total, from the OMol25 dataset.

Output
**Largest force on an atom**: 0.616 eV/Å
**SMILES string**: CC=C=N.C=CO
**Energy relative to the best compared isomer or geometry (same formula, charge and spin)**: 3.146 eV
**Multiplicity**: 1
**HOMO-LUMO gap**: 9.4 eV
**Highest occupied orbital energy**: -0.3161 Ha
**E**: -325.82196 a.u.
**M**: 99.13 g/mol
**Lowest unoccupied orbital energy**: 0.8 eV

CARTESIAN COORDINATES (ANGSTROEM)
C (1.058, -1.880, -1.127)
C (0.460, -0.556, -1.521)
C (0.908, 0.593, -1.084)
N (1.295, 1.658, -0.604)
H (0.283, -2.555, -0.745)
H (1.813, -1.765, -0.344)
H (1.528, -2.358, -1.992)
H (-0.405, -0.528, -2.177)
H (0.761, 1.817, 0.258)
C (-1.050, -0.233, 1.103)
C (-0.897, 1.008, 1.541)
O (-1.666, 2.030, 1.053)
H (-1.770, -0.448, 0.322)
H (-0.418, -1.036, 1.466)
H (-0.173, 1.259, 2.317)
H (-1.301, 2.879, 1.320)

---

The following is a quantum chemistry calculation of the molecule C5H9NO, from the OMol25 dataset.

Output
**Largest force on an atom**: 3.327 eV/Å
**SMILES string**: C[C@H](C#N)CCO
**Energy relative to the best compared isomer or geometry (same formula, charge and spin)**: 2.994 eV
**Multiplicity**: 1
**HOMO-LUMO gap**: 10.3 eV
**Highest occupied orbital energy**: -0.3539 Ha
**E**: -325.82753 a.u.
**M**: 99.13 g/mol
**Lowest unoccupied orbital energy**: 0.7 eV

CARTESIAN COORDINATES (ANGSTROEM)
C (-1.818, -0.303, -0.576)
C (-0.514, -0.315, 0.185)
C (-0.428, -1.137, 1.383)
N (-0.237, -1.817, 2.303)
C (0.101, 1.069, 0.451)
C (1.530, 0.704, -0.038)
O (1.573, -0.377, -1.235)
H (-1.635, 0.213, -1.527)
H (-2.650, 0.195, -0.071)
H (-2.091, -1.333, -0.806)
H (0.290, -0.773, -0.628)
H (-0.382, 1.867, -0.136)
H (0.049, 1.436, 1.508)
H (2.062, 0.264, 0.806)
H (2.041, 1.482, -0.571)
H (2.109, -1.177, -1.048)

---

The following is a quantum chemistry calculation of a cluster of 2 separate species, C5H9NO in total, from the OMol25 dataset.

Output
**Largest force on an atom**: 4.888 eV/Å
**SMILES string**: C/C=C\N.C=C=O
**Energy relative to the best compared isomer or geometry (same formula, charge and spin)**: 4.142 eV
**Multiplicity**: 1
**HOMO-LUMO gap (spin up / spin down)**: 7.8 / 7.8 eV
**Highest occupied orbital energy (spin up / spin down)**: -0.3039 / -0.3038 Ha
**E**: -325.78533 a.u.
**M**: 99.13 g/mol
**Lowest unoccupied orbital energy (spin up / spin down)**: -0.5 / -0.5 eV

CARTESIAN COORDINATES (ANGSTROEM)
C (-2.115, 0.523, 0.475)
C (-1.134, 0.393, -0.621)
C (-0.030, -0.463, -0.609)
N (-0.031, -1.591, 0.239)
H (-3.066, 0.062, 0.176)
H (-2.315, 1.579, 0.679)
H (-1.776, 0.027, 1.386)
H (-1.226, 1.088, -1.449)
H (0.362, -0.683, -1.608)
H (0.885, -2.013, 0.343)
H (-0.731, -2.292, 0.022)
C (2.596, 0.310, 0.308)
C (1.486, 0.922, -0.108)
O (1.016, 2.036, -0.254)
H (2.766, -0.737, 0.098)
H (3.312, 0.841, 0.920)

---

The following is a quantum chemistry calculation of the molecule C5H9NO, from the OMol25 dataset.

Output
**Largest force on an atom**: 0.266 eV/Å
**SMILES string**: C[C@H]1N[C@H]1[C@H]1CO1
**Energy relative to the best compared isomer or geometry (same formula, charge and spin)**: 3.083 eV
**Multiplicity**: 1
**HOMO-LUMO gap**: 10.3 eV
**Highest occupied orbital energy**: -0.3378 Ha
**E**: -325.82425 a.u.
**M**: 99.13 g/mol
**Lowest unoccupied orbital energy**: 1.2 eV

CARTESIAN COORDINATES (ANGSTROEM)
C (-2.115, -0.477, 0.127)
C (-1.163, 0.614, 0.580)
N (0.000, 0.256, 1.401)
C (0.222, 0.918, 0.119)
C (1.060, 0.233, -0.920)
C (2.283, -0.451, -0.486)
O (1.130, -1.183, -0.900)
H (-3.098, -0.049, -0.099)
H (-2.258, -1.175, 0.962)
H (-1.775, -1.054, -0.739)
H (-1.684, 1.487, 0.976)
H (0.157, -0.742, 1.236)
H (0.531, 1.960, 0.224)
H (1.060, 0.681, -1.916)
H (3.148, -0.509, -1.146)
H (2.502, -0.509, 0.581)

---

The following is a quantum chemistry calculation of the molecule C5H9NO, from the OMol25 dataset.

Output
**Largest force on an atom**: 1.540 eV/Å
**SMILES string**: CC[C@@H](O)CC#N
**Energy relative to the best compared isomer or geometry (same formula, charge and spin)**: 1.456 eV
**Multiplicity**: 1
**HOMO-LUMO gap**: 11.4 eV
**Highest occupied orbital energy**: -0.3907 Ha
**E**: -325.88403 a.u.
**M**: 99.13 g/mol
**Lowest unoccupied orbital energy**: 0.8 eV

CARTESIAN COORDINATES (ANGSTROEM)
C (-1.584, -1.122, 0.606)
C (-0.157, -0.600, 0.532)
C (0.150, 0.262, -0.732)
O (-0.892, 1.157, -1.067)
C (1.440, 1.147, -0.633)
C (2.038, 0.849, 0.659)
N (2.350, 0.317, 1.641)
H (-1.888, -1.723, -0.258)
H (-1.674, -1.755, 1.495)
H (-2.278, -0.286, 0.729)
H (0.544, -1.443, 0.524)
H (0.030, -0.066, 1.460)
H (0.316, -0.429, -1.575)
H (-1.696, 0.645, -1.222)
H (1.172, 2.196, -0.809)
H (2.179, 0.861, -1.387)

---

The following is a quantum chemistry calculation of a structure of composition C5H9NO, from the OMol25 dataset.

Output
**Largest force on an atom**: 5.019 eV/Å
**Energy relative to the best compared isomer or geometry (same formula, charge and spin)**: 5.360 eV
**Multiplicity**: 1
**HOMO-LUMO gap**: 9.3 eV
**Highest occupied orbital energy**: -0.3195 Ha
**E**: -325.74059 a.u.
**M**: 99.13 g/mol
**Lowest unoccupied orbital energy**: 0.6 eV

CARTESIAN COORDINATES (ANGSTROEM)
C (-1.524, 1.482, 0.074)
C (-0.132, -2.024, 0.070)
C (0.851, 0.286, 0.500)
C (0.183, -0.619, -0.383)
C (1.872, 1.035, 0.792)
O (-0.936, 0.388, 0.759)
N (0.436, -0.284, -1.645)
H (0.353, -1.111, -2.241)
H (-1.218, 2.434, 0.521)
H (-1.250, 1.465, -0.989)
H (-2.613, 1.404, 0.153)
H (-0.343, -2.066, 1.138)
H (0.713, -2.679, -0.156)
H (-1.016, -2.367, -0.470)
H (1.825, 1.704, 1.644)
H (2.798, 0.951, 0.231)

---

The following is a quantum chemistry calculation of a cluster of 2 separate species, C5H9NO in total, from the OMol25 dataset.

Output
**Largest force on an atom**: 1.161 eV/Å
**Energy relative to the best compared isomer or geometry (same formula, charge and spin)**: 4.893 eV
**Multiplicity**: 1
**HOMO-LUMO gap**: 8.7 eV
**Highest occupied orbital energy**: -0.3143 Ha
**E**: -325.75773 a.u.
**M**: 99.13 g/mol
**Lowest unoccupied orbital energy**: 0.2 eV

CARTESIAN COORDINATES (ANGSTROEM)
C (-1.778, -0.548, 1.275)
C (0.738, 0.988, -0.599)
C (0.017, 0.250, -1.653)
C (1.840, 0.236, 0.014)
O (2.025, -1.112, -0.393)
C (-2.150, 0.866, 1.267)
N (-2.478, 1.975, 1.272)
H (-0.709, -0.676, 1.081)
H (-2.012, -0.985, 2.250)
H (-2.336, -1.085, 0.503)
H (-1.018, 0.590, -1.771)
H (0.105, -0.844, -1.678)
H (0.546, 0.636, -2.548)
H (2.740, 0.854, -0.162)
H (1.656, 0.316, 1.103)
H (2.815, -1.459, 0.039)

---

The following is a quantum chemistry calculation of the molecule C5H9NO, from the OMol25 dataset.

Output
**Largest force on an atom**: 0.608 eV/Å
**SMILES string**: CC1(C)NCC1=O
**Energy relative to the best compared isomer or geometry (same formula, charge and spin)**: 1.632 eV
**Multiplicity**: 1
**HOMO-LUMO gap**: 10.4 eV
**Highest occupied orbital energy**: -0.3490 Ha
**E**: -325.87757 a.u.
**M**: 99.13 g/mol
**Lowest unoccupied orbital energy**: 0.9 eV

CARTESIAN COORDINATES (ANGSTROEM)
C (-0.438, 0.151, 1.515)
C (-0.297, -0.022, -0.002)
C (-1.572, -0.395, -0.748)
N (0.455, 1.074, -0.673)
C (1.717, 0.310, -0.710)
C (0.915, -0.917, -0.278)
O (1.129, -2.092, -0.163)
H (-1.131, -0.584, 1.935)
H (-0.795, 1.153, 1.777)
H (0.531, 0.003, 2.005)
H (-2.171, 0.497, -0.956)
H (-2.183, -1.110, -0.188)
H (-1.319, -0.849, -1.712)
H (0.500, 1.933, -0.134)
H (2.184, 0.246, -1.696)
H (2.477, 0.602, 0.028)

---

The following is a quantum chemistry calculation of a structure of composition C5H9NO, from the OMol25 dataset.

Output
**Largest force on an atom**: 1.131 eV/Å
**Energy relative to the best compared isomer or geometry (same formula, charge and spin)**: 5.265 eV
**Multiplicity**: 1
**HOMO-LUMO gap (spin up / spin down)**: 8.9 / 8.9 eV
**Highest occupied orbital energy (spin up / spin down)**: -0.3586 / -0.3586 Ha
**E**: -325.74407 a.u.
**M**: 99.13 g/mol
**Lowest unoccupied orbital energy (spin up / spin down)**: -0.8 / -0.8 eV

CARTESIAN COORDINATES (ANGSTROEM)
C (2.089, 0.111, -0.170)
C (0.667, 0.310, 0.222)
C (-0.409, -0.303, -0.569)
O (-0.191, -1.514, -0.992)
C (-1.837, -0.066, -0.023)
C (-2.092, 1.313, 0.393)
N (-2.213, 2.417, 0.718)
H (2.430, 0.956, -0.781)
H (2.722, 0.093, 0.722)
H (2.192, -0.822, -0.728)
H (0.431, 1.194, 0.821)
H (0.571, -1.305, 1.165)
H (-0.184, 0.519, -1.348)
H (0.344, -1.798, 0.538)
H (-1.974, -0.739, 0.831)
H (-2.547, -0.366, -0.798)

---

Question: What is the energy relative to the best compared isomer or geometry (same formula, charge and spin) in the fifth record?
Answer: 3.083 eV

---

Question: Which formula does entry 7 have?
Answer: C5H9NO

---

Question: Look up the multiplicity of the tenth one.
Answer: 1

---

Question: Which value of M does entry 10 give?
Answer: 99.13 g/mol